{
  "formula": "C47H57AsCsF6N8O3SSi2Te",
  "method": "wB97M-V/def2-TZVPD",
  "de_lowest_kj_mol": 158.3,
  "largest_force_ev_per_a": 3.4,
  "e_lumo_ev": -0.462,
  "total_charge": -1,
  "homo_energy_ev": -2.901,
  "elements": ["Cs", "C", "N", "C", "C", "N", "C", "C", "C", "C", "C", "C", "N", "C", "N", "C", "C", "C", "C", "C", "C", "N", "H", "H", "H", "H", "H", "H", "H", "H", "H", "H", "H", "H", "H", "H", "H", "F", "C", "C", "C", "C", "O", "C", "C", "N", "C", "C", "C", "C", "C", "C", "N", "C", "C", "N", "C", "C", "C", "O", "O", "H", "H", "H", "H", "H", "H", "H", "H", "H", "H", "H", "H", "H", "H", "H", "H", "H", "H", "C", "Si", "C", "C", "As", "Si", "C", "C", "C", "H", "H", "H", "H", "H", "H", "H", "H", "H", "H", "H", "H", "H", "H", "H", "H", "H", "H", "F", "C", "C", "F", "C", "F", "C", "S", "C", "F", "C", "F", "C", "Te", "C", "H", "H", "H", "H", "H", "H"],
  "coordinates": [[0.792108, -0.908940, 0.065845], [-0.733664, 1.352586, 2.924321], [-1.658094, 1.621477, 1.839216], [-2.879534, 0.852642, 1.875129], [-2.725162, -0.617436, 2.170896], [-1.858591, -1.430294, 1.634566], [-2.087805, -2.660565, 2.237936], [-1.452474, -3.883883, 2.042142], [-1.885143, -4.968597, 2.782574], [-2.935149, -4.850210, 3.705180], [-3.580977, -3.643221, 3.910007], [-3.137188, -2.561357, 3.159670], [-3.525654, -1.237625, 3.096398], [0.622292, 1.896080, 2.612025], [0.997870, 2.311958, 1.432646], [2.340609, 2.645857, 1.591648], [3.253864, 3.145236, 0.665128], [4.557394, 3.341900, 1.088693], [4.954471, 3.037736, 2.399588], [4.056762, 2.550455, 3.331804], [2.743534, 2.380497, 2.906239], [1.611065, 1.932470, 3.551919], [-0.602594, 0.281054, 3.128189], [-1.100878, 1.808052, 3.851271], [-1.188735, 1.549554, 0.946095], [-3.363621, 0.964897, 0.898490], [-3.555591, 1.272736, 2.632062], [-0.624946, -3.974933, 1.349600], [-1.388576, -5.924080, 2.664980], [-3.235843, -5.717965, 4.280134], [-4.382718, -3.549844, 4.633293], [-4.210164, -0.775018, 3.663708], [2.939191, 3.350055, -0.350523], [5.293133, 3.732353, 0.396198], [5.988113, 3.187955, 2.688064], [4.363152, 2.311495, 4.342681], [1.608338, 1.312125, 4.358985], [-5.819856, -2.026705, -3.045460], [-4.640932, -2.538494, -3.461398], [-3.499357, -2.108253, -2.852299], [-2.284152, -2.645086, -3.249482], [-1.071793, -2.117925, -2.581140], [-1.183463, -1.317777, -1.669202], [0.175408, -2.673928, -3.063122], [0.156624, -3.604216, -4.036129], [-0.979841, -4.102494, -4.632406], [-0.874333, -5.088647, -5.671124], [-1.401545, -6.471461, -5.403862], [0.077700, -6.227346, -5.478061], [-2.218882, -3.607529, -4.260947], [-3.409797, -4.020094, -4.875407], [-4.629167, -3.495562, -4.476969], [-5.807149, -4.011916, -5.119125], [-6.169276, -5.367341, -4.778752], [-7.142177, -5.413349, -3.608627], [-8.383720, -4.663106, -4.032224], [-8.078539, -3.224012, -4.389164], [-6.961514, -3.194767, -5.430895], [1.536337, -2.238609, -2.507888], [2.393825, -3.122975, -2.377461], [1.620589, -1.023122, -2.203048], [-3.516863, -1.340119, -2.081746], [1.085791, -4.040653, -4.376323], [-0.984611, -4.702880, -6.679264], [-1.884538, -6.993502, -6.219489], [-1.819623, -6.644507, -4.420746], [0.618179, -6.573886, -6.346712], [0.629350, -6.258310, -4.548994], [-3.394492, -4.735604, -5.685929], [-5.279830, -5.937637, -4.524434], [-6.636147, -5.859124, -5.645003], [-6.744562, -4.897730, -2.734690], [-7.449509, -6.422395, -3.339406], [-9.083359, -4.689404, -3.297098], [-8.784466, -5.135698, -4.842574], [-7.791725, -2.747977, -3.461753], [-9.000870, -2.783471, -4.764971], [-6.662386, -2.161409, -5.589374], [-7.379378, -3.560634, -6.379976], [-3.518547, 4.806241, -0.499711], [-4.630038, 3.478975, -1.256356], [-5.659646, 4.366602, -2.579627], [-5.880414, 3.024080, 0.102957], [-3.584333, 1.550490, -1.913645], [-1.761012, 2.472477, -3.008481], [-0.934016, 1.129571, -4.048771], [-0.381296, 3.217536, -1.963803], [-2.233694, 3.851930, -4.218997], [-4.127460, 5.608216, -0.063884], [-2.853880, 5.255477, -1.243319], [-2.893141, 4.373217, 0.285647], [-6.159585, 5.251509, -2.165740], [-6.421646, 3.684830, -2.969990], [-5.036534, 4.680729, -3.421234], [-6.698835, 3.752917, 0.142227], [-5.392360, 3.011730, 1.083372], [-6.307498, 2.032479, -0.071571], [-0.488631, 0.359216, -3.412207], [-0.124328, 1.555433, -4.653036], [-1.663770, 0.664831, -4.720258], [0.148615, 2.516197, -1.312626], [-0.768573, 4.015651, -1.322333], [0.370397, 3.654832, -2.634870], [-3.029062, 3.519325, -4.891388], [-1.361977, 4.141052, -4.818329], [-2.588327, 4.745481, -3.695734], [5.571338, -4.833590, 4.923758], [4.555751, -3.962493, 4.883806], [4.524406, -2.878529, 5.737865], [5.522201, -2.701465, 6.613099], [3.470006, -1.987832, 5.691816], [3.517096, -0.963021, 6.548464], [2.391373, -2.117333, 4.813773], [1.046522, -1.015104, 4.784442], [2.476959, -3.223251, 3.957710], [1.510223, -3.458106, 3.060389], [3.517163, -4.130146, 3.988712], [3.527485, -5.179689, 3.159049], [4.930070, 2.712549, -2.670950], [3.447588, 1.167457, -2.666287], [4.589411, -0.074645, -1.368126], [5.883445, 2.317099, -3.020829], [5.047544, 3.134496, -1.675243], [4.596147, 3.494796, -3.353331], [4.531617, 0.295739, -0.345195], [5.625112, -0.070530, -1.704629], [4.174290, -1.078574, -1.443007]],
  "forces_ev_per_a": [[0.1, 0.8, 3.3], [0.0, 0.1, 0.0], [0.1, -0.1, 0.1], [0.0, 0.0, 0.1], [0.1, 0.1, 0.0], [-0.2, -0.1, 0.1], [0.0, 0.0, -0.1], [0.0, 0.0, 0.0], [0.0, 0.0, 0.0], [0.0, 0.0, 0.0], [0.0, 0.0, 0.0], [-0.1, 0.1, 0.1], [0.0, -0.1, -0.1], [-0.1, -0.1, -0.2], [0.1, 0.1, 0.1], [0.0, 0.0, -0.1], [0.0, 0.0, 0.0], [0.0, 0.0, 0.0], [0.0, 0.0, 0.0], [-0.1, 0.0, 0.0], [0.1, -0.1, 0.0], [0.0, 0.0, 0.1], [0.0, 0.0, 0.1], [0.0, 0.0, 0.0], [-0.1, 0.1, -0.2], [0.0, 0.0, 0.0], [0.0, 0.0, 0.0], [0.0, 0.0, 0.0], [0.0, 0.0, 0.0], [0.0, 0.0, 0.0], [0.0, 0.0, 0.0], [0.0, 0.0, 0.0], [0.0, 0.0, 0.0], [0.0, 0.0, 0.0], [0.0, 0.0, 0.0], [0.0, 0.0, 0.0], [0.0, -0.1, 0.0], [-0.6, 0.0, 0.0], [0.1, -0.2, -0.1], [0.0, 0.1, 0.0], [0.1, 0.2, 0.0], [0.0, -0.3, -0.1], [-0.6, -0.1, -0.3], [0.3, 0.1, -0.1], [-0.2, -0.1, 0.0], [0.0, -0.1, 0.0], [0.0, 0.0, 0.1], [0.0, 0.0, 0.0], [0.0, 0.0, 0.0], [-0.1, 0.0, 0.0], [0.2, 0.0, -0.1], [-0.1, 0.0, -0.1], [-0.1, 0.0, 0.2], [0.0, 0.0, 0.0], [-0.1, 0.1, 0.0], [0.2, 0.1, 0.0], [0.0, -0.1, 0.0], [0.2, 0.0, -0.1], [0.1, -0.2, -0.5], [0.0, 0.0, -0.1], [0.6, -0.3, -2.1], [0.0, 0.0, -0.1], [0.0, 0.0, 0.0], [0.0, 0.0, 0.0], [0.0, 0.0, 0.0], [0.0, 0.0, 0.0], [0.0, 0.0, 0.0], [0.0, 0.0, 0.0], [0.0, 0.0, 0.0], [0.0, 0.0, 0.0], [0.0, 0.0, 0.0], [0.0, 0.0, 0.0], [0.0, 0.0, 0.0], [-0.1, 0.0, 0.1], [0.0, 0.0, -0.1], [0.1, 0.1, 0.1], [0.0, 0.0, 0.0], [0.0, 0.0, 0.0], [0.0, 0.0, 0.0], [0.0, 0.1, 0.0], [0.1, -0.1, 0.0], [0.0, 0.0, 0.0], [0.0, 0.1, 0.1], [0.1, -0.1, -0.1], [-0.1, -0.2, 0.1], [0.0, 0.0, 0.0], [0.1, 0.2, 0.1], [0.0, 0.1, -0.1], [0.1, 0.0, 0.0], [0.0, 0.0, 0.0], [0.0, 0.0, 0.0], [0.0, 0.0, 0.0], [0.0, 0.0, 0.0], [0.0, 0.0, 0.0], [0.0, 0.0, 0.0], [0.0, 0.0, -0.1], [0.0, 0.0, 0.0], [0.0, 0.1, 0.0], [-0.1, 0.0, 0.0], [0.0, 0.0, 0.0], [-0.2, -0.1, -0.1], [0.1, 0.0, 0.0], [0.0, 0.0, 0.0], [0.0, 0.0, 0.0], [0.0, 0.0, 0.0], [0.0, -0.1, 0.0], [0.2, -0.2, 0.0], [-0.1, 0.1, 0.0], [-0.2, 0.0, -0.1], [0.2, 0.0, 0.2], [0.0, -0.1, -0.1], [0.0, 0.2, 0.2], [-0.2, 0.1, -0.1], [0.1, -0.2, 0.0], [0.1, 0.0, 0.2], [-0.2, 0.0, -0.2], [0.0, 0.2, 0.1], [0.0, -0.2, -0.2], [0.1, 0.0, 0.0], [-0.1, -0.1, -0.1], [0.0, 0.0, 0.0], [0.0, 0.0, 0.0], [0.0, 0.0, 0.0], [0.0, 0.0, 0.0], [0.0, 0.0, 0.0], [0.0, 0.0, 0.0], [0.0, 0.0, 0.0]],
  "lowdin_charge": [1.199, -0.180, -0.030, -0.166, -0.303, 0.115, -0.224, -0.020, -0.099, -0.113, -0.035, -0.194, 0.163, -0.339, 0.156, -0.224, -0.035, -0.111, -0.108, -0.022, -0.194, 0.147, 0.043, 0.132, 0.069, 0.041, 0.114, 0.106, 0.096, 0.090, 0.100, 0.152, 0.081, 0.083, 0.092, 0.108, 0.057, 0.041, -0.199, 0.074, -0.032, -0.342, -0.168, -0.027, 0.042, -0.004, -0.273, -0.107, -0.086, -0.118, 0.054, -0.159, -0.096, -0.150, -0.075, 0.055, -0.084, -0.135, -0.753, 0.001, -0.531, 0.067, 0.142, 0.152, 0.097, 0.109, 0.105, 0.112, 0.116, 0.133, 0.131, 0.145, 0.133, 0.176, 0.173, 0.120, 0.135, 0.148, 0.128, -0.245, 0.055, -0.259, -0.266, 0.629, 0.094, -0.233, -0.231, -0.254, 0.017, 0.005, 0.017, 0.012, 0.007, -0.002, 0.009, 0.007, 0.000, -0.002, 0.025, 0.014, -0.004, 0.010, 0.022, 0.013, 0.016, 0.002, 0.095, -0.164, -0.162, 0.097, -0.264, 0.061, -0.600, 0.571, -0.255, 0.052, -0.161, 0.101, -0.485, 1.182, -0.434, -0.012, -0.041, -0.014, -0.004, -0.004, -0.018]
}

***

{
  "formula": "C4H7P",
  "method": "wB97M-V/def2-TZVPD",
  "de_lowest_kj_mol": 197.7,
  "largest_force_ev_per_a": 11.3,
  "e_lumo_ev": [1.174, -2.004],
  "multiplicity": 3,
  "homo_energy_ev": [-5.011, -9.773],
  "elements": ["C", "C", "C", "C", "P", "H", "H", "H", "H", "H", "H", "H"],
  "coordinates": [[1.823779, -0.052618, -1.105270], [1.070127, 0.324712, -0.083867], [-1.032135, -0.536059, 1.037420], [-0.438500, 0.295392, -0.114305], [-1.305929, 1.339421, 1.219151], [2.896681, -0.273702, -0.959648], [1.421701, -0.374269, -2.152263], [1.490348, 0.733603, 0.895877], [-1.960901, -1.170336, 0.783078], [-0.209087, -0.815709, 1.752446], [-0.849323, 0.156260, -1.101153], [-2.436300, 1.301484, 0.479249]],
  "forces_ev_per_a": [[5.7, -3.4, -9.0], [-6.7, 3.7, 8.3], [-0.7, 0.6, -0.1], [2.4, -0.9, 1.1], [1.3, -1.0, 0.0], [-0.8, -0.2, -0.1], [0.7, 0.9, 2.1], [-0.4, -0.5, -1.6], [1.9, 0.8, 0.8], [-1.4, -0.4, -0.8], [-0.4, 0.1, -0.1], [-1.5, 0.1, -0.6]],
  "mulliken_spin": [1.053, 0.742, 0.127, -0.012, 0.085, 0.021, 0.000, 0.008, 0.009, -0.040, 0.002, 0.005]
}